48
Properties=species:S:1:pos:R:3 method="wB97M-V/def2-TZVPD" homo_energy_ev=-4.42 charge=-1 fmax_ev_per_a=0.983 orbital_gap_ev=7.0
C 5.55 -3.22 -1.13
B 4.76 -2.05 -0.40
O 4.88 -2.11 0.99
Al 3.52 -0.68 -1.54
C 2.94 -1.62 -3.22
C 4.42 1.08 -2.07
Cl 3.42 2.55 -1.95
C 5.65 1.28 -2.51
C 6.37 2.52 -2.93
Cl 6.67 -0.16 -2.68
C 1.93 -0.07 -0.39
Br 2.36 0.20 1.45
C 0.69 0.19 -0.80
C 0.25 0.10 -2.25
Br -0.73 0.79 0.36
H 5.13 -4.20 -0.88
H 5.57 -3.11 -2.22
H 6.59 -3.22 -0.76
H 5.00 -1.24 1.36
H 3.78 -2.15 -3.68
H 2.13 -2.33 -3.04
H 2.59 -0.90 -3.96
H 7.24 2.70 -2.30
H 6.74 2.42 -3.96
H 5.71 3.38 -2.88
H 0.85 0.77 -2.87
H -0.79 0.39 -2.35
H 0.36 -0.92 -2.62
C -4.30 -1.76 2.85
C -4.38 -0.70 1.76
C -4.04 0.70 2.24
C -4.97 1.26 3.33
C -6.45 1.32 2.94
C -6.73 2.22 1.74
H -5.00 -1.56 3.66
H -4.52 -2.75 2.46
H -3.29 -1.79 3.28
H -5.38 -0.72 1.31
H -3.69 -0.96 0.96
H -4.03 1.38 1.39
H -3.02 0.70 2.63
H -4.64 2.27 3.59
H -4.87 0.67 4.24
H -7.02 1.68 3.80
H -6.82 0.31 2.73
H -6.41 3.24 1.94
H -7.80 2.24 1.51
H -6.21 1.87 0.85

***

55
Properties=species:S:1:pos:R:3 method="wB97M-V/def2-TZVPD" e_above_lowest_kcal_mol=440.26 homo_energy_ev=-7.47 smiles="CCCCc1ncc(CN2CCC[C@H](C(=O)c3ccc(SC)cc3)C2)[nH]1" fmax_ev_per_a=12.930 orbital_gap_ev=6.6
C 3.78 3.03 3.68
C 2.86 2.38 2.62
C 3.52 1.35 1.64
C 2.67 0.53 0.97
C 1.95 1.49 0.15
N 2.51 1.86 -1.26
C 1.55 2.67 -1.74
C 0.43 2.84 -0.90
C -0.71 3.56 -1.00
N -2.09 2.85 -1.74
C -1.87 2.88 -3.30
C -1.35 1.78 -3.93
C -1.61 0.46 -3.31
C -1.62 0.39 -1.70
C -2.09 -0.77 -1.22
O -3.32 -1.19 -1.50
C -1.44 -1.69 -0.51
C -0.09 -1.75 -0.28
C 0.75 -2.61 0.52
C -0.18 -3.37 1.63
S 1.09 -4.14 2.70
C -0.38 -5.24 3.45
C -1.53 -3.29 1.49
C -2.21 -2.49 0.70
C -2.30 1.51 -1.32
N 0.53 1.81 0.10
H 3.31 3.75 4.09
H 4.35 2.36 4.34
H 4.55 3.68 3.12
H 2.11 1.70 3.23
H 2.35 2.98 2.04
H 4.17 0.59 2.36
H 4.54 1.85 1.14
H 3.19 -0.26 0.15
H 1.82 -0.14 1.54
H 1.76 3.49 -2.58
H -1.25 3.84 -0.04
H -0.70 4.61 -1.43
H -1.76 4.00 -3.28
H -3.05 2.83 -3.50
H -1.41 1.79 -4.85
H -0.15 2.08 -3.49
H -1.25 -0.40 -3.60
H -2.67 0.26 -3.57
H -0.42 0.51 -1.48
H 0.54 -1.18 -1.11
H 1.86 -2.65 0.49
H 0.28 -5.84 4.36
H -0.91 -4.46 4.20
H -0.92 -5.86 2.80
H -2.00 -3.78 2.15
H -3.14 -2.63 0.31
H -2.25 1.58 -0.05
H -3.43 1.27 -1.56
H 0.09 1.55 0.87

***

37
Properties=species:S:1:pos:R:3 method="wB97M-V/def2-TZVPD" homo_energy_ev="-5.18 / -4.65" charge=-1 fmax_ev_per_a=2.321 orbital_gap_ev="4.9 / 3.8"
Pd -0.33 0.56 0.59
S 3.28 0.92 2.18
As 1.95 -0.68 2.04
S 1.28 -1.01 -0.05
S -0.07 -0.18 2.78
S 2.80 -2.36 2.94
B 0.14 5.33 -0.13
C 0.18 3.74 -0.07
N 0.19 2.58 -0.02
H -0.53 5.64 -1.09
H -0.37 5.71 0.91
H 1.29 5.72 -0.23
C -9.14 0.34 0.32
C -7.96 1.04 1.00
C -8.11 0.86 2.51
C -8.03 2.54 0.66
C -6.61 0.48 0.54
C -6.52 -0.54 -0.41
C -5.29 -1.07 -0.82
C -4.17 -0.53 -0.25
O -2.83 -0.86 -0.47
B -2.15 -0.01 0.35
O -2.97 0.83 1.09
C -4.25 0.48 0.69
C -5.44 1.01 1.10
H -10.07 0.77 0.69
H -9.15 -0.73 0.54
H -9.12 0.47 -0.77
H -9.08 1.23 2.85
H -7.34 1.41 3.06
H -8.02 -0.19 2.78
H -9.00 2.95 0.96
H -7.91 2.70 -0.42
H -7.25 3.11 1.17
H -7.41 -0.95 -0.85
H -5.23 -1.86 -1.56
H -5.46 1.81 1.83

***

61
Properties=species:S:1:pos:R:3 method="wB97M-V/def2-TZVPD" e_above_lowest_kcal_mol=0.00 homo_energy_ev="-1.24 / -3.60" charge=-1 multiplicity=5 s_squared=6.055 fmax_ev_per_a=3.138 orbital_gap_ev="3.7 / 6.0"
O 0.68 1.29 -3.17
C 2.08 1.05 -3.52
C 1.96 1.54 -4.94
H 2.34 -0.01 -3.49
H 2.73 1.64 -2.86
C 0.48 1.74 -4.54
H 2.09 0.75 -5.68
H 2.52 2.44 -5.15
C -0.45 0.82 -5.31
H -0.13 -0.23 -5.21
H -0.42 1.09 -6.37
H -1.48 0.92 -4.96
C 0.05 3.19 -4.67
H 0.72 3.85 -4.11
H -0.99 3.32 -4.33
H 0.09 3.47 -5.73
Fe -1.60 0.05 2.12
C -1.84 1.41 3.59
C -0.62 0.68 3.76
C 0.19 0.83 2.57
H -0.31 0.20 4.69
C -0.52 1.71 1.67
C -1.76 2.06 2.30
H -2.48 2.77 1.91
H -2.63 1.52 4.32
H 1.20 0.47 2.42
H -0.13 2.14 0.76
C -3.36 -0.81 2.28
C -3.47 0.32 1.40
C -2.50 0.16 0.34
H -4.20 1.12 1.49
C -1.91 -1.14 0.47
C -2.45 -1.75 1.65
H -2.38 -2.80 1.89
H -3.92 -0.98 3.19
H -2.30 0.86 -0.48
H -1.31 -1.66 -0.27
O 1.21 -0.91 -1.92
C 0.69 0.07 -0.95
C 1.84 0.88 -0.42
H 0.31 -0.55 -0.11
H -0.16 0.65 -1.29
C 3.03 -0.10 -0.56
H 1.70 1.19 0.61
H 1.98 1.77 -1.04
C 2.44 -1.33 -1.27
H 3.42 -0.40 0.42
H 3.83 0.40 -1.13
H 2.20 -2.08 -0.49
H 3.13 -1.75 -2.01
F 1.16 -4.74 5.08
C 0.55 -3.71 4.40
C 1.09 -3.31 3.18
C 0.45 -2.27 2.48
C -0.69 -1.68 3.02
C -1.23 -2.12 4.23
C -0.60 -3.14 4.95
H 1.97 -3.81 2.77
H 0.87 -1.95 1.51
H -2.14 -1.67 4.63
H -1.00 -3.48 5.90

***

82
Properties=species:S:1:pos:R:3 method="wB97M-V/def2-TZVPD" e_above_lowest_kcal_mol=0.00 homo_energy_ev=-7.02 fmax_ev_per_a=0.975 orbital_gap_ev=7.2
In 0.96 0.75 -0.90
N 0.68 3.83 -4.23
C 1.05 3.06 -3.16
S 1.00 1.35 -3.41
N 1.39 3.69 -2.09
N 1.72 2.96 -0.98
C 2.08 3.64 0.04
C 2.36 3.12 1.35
C 2.45 4.04 2.42
C 2.57 3.62 3.72
C 2.65 2.25 3.99
C 2.61 1.33 2.97
C 2.46 1.73 1.62
O 2.45 0.84 0.67
H 0.71 3.36 -5.12
H 1.01 4.78 -4.22
H 2.13 4.73 -0.08
H 2.37 5.10 2.19
H 2.61 4.34 4.53
H 2.75 1.91 5.01
H 2.65 0.26 3.15
C -3.31 -6.44 1.30
C -2.34 -5.29 1.20
C -2.69 -4.13 0.52
C -1.79 -3.08 0.40
C -0.54 -3.18 0.98
C -0.17 -4.33 1.66
C -1.07 -5.38 1.76
S 0.67 -1.89 0.74
O 1.16 -2.10 -0.60
O 1.64 -2.01 1.79
N -0.14 -0.51 0.69
C -0.51 0.09 1.89
C -0.71 -0.56 3.10
C -1.15 0.14 4.23
C -1.41 1.49 4.19
C -1.22 2.19 2.99
C -1.47 3.57 2.83
C -1.30 4.16 1.61
C -0.84 3.38 0.54
N -0.57 2.10 0.65
C -0.77 1.49 1.84
H -4.33 -6.11 1.16
H -3.22 -6.94 2.26
H -3.08 -7.18 0.52
H -3.67 -4.04 0.06
H -2.05 -2.18 -0.16
H 0.82 -4.39 2.09
H -0.78 -6.28 2.29
H -0.50 -1.61 3.18
H -1.30 -0.41 5.16
H -1.77 2.02 5.06
H -1.81 4.14 3.69
H -1.51 5.21 1.46
H -0.69 3.81 -0.45
C -0.30 -3.57 -3.43
Se -0.08 -1.67 -3.81
C 1.83 -1.73 -4.24
C 2.89 -2.01 -3.17
Se 3.40 -0.50 -1.98
C 4.23 -1.50 -0.55
H 0.19 -4.16 -4.20
H -1.37 -3.78 -3.43
H 0.11 -3.78 -2.45
H 2.03 -0.78 -4.74
H 1.92 -2.52 -4.99
H 3.81 -2.27 -3.69
H 2.60 -2.82 -2.50
H 3.46 -1.94 0.08
H 4.79 -0.77 0.04
H 4.89 -2.25 -0.97
C -2.96 2.85 -3.47
N -3.43 2.02 -2.38
C -2.54 1.33 -1.62
N -3.05 0.44 -0.72
O -1.33 1.51 -1.73
H -3.73 3.58 -3.73
H -2.70 2.27 -4.36
H -2.06 3.37 -3.16
H -4.38 1.68 -2.43
H -4.01 0.50 -0.44
H -2.38 0.09 -0.05

***

59
Properties=species:S:1:pos:R:3 method="wB97M-V/def2-TZVPD" e_above_lowest_kcal_mol=5.94 homo_energy_ev=-17.39 charge=+3 fmax_ev_per_a=0.399 orbital_gap_ev=7.8
Ga 1.25 1.10 0.80
O 1.42 -6.30 0.51
N 2.22 -5.41 0.42
O 3.39 -5.50 0.11
C 1.72 -4.04 0.74
C 0.71 -3.98 1.63
C 0.18 -2.71 2.04
C -0.85 -2.57 2.99
C -1.28 -1.31 3.34
C -0.68 -0.20 2.75
N 0.29 -0.31 1.85
C 0.72 -1.55 1.49
C 1.77 -1.64 0.52
N 2.21 -0.46 -0.01
C 3.20 -0.47 -0.89
C 3.79 -1.65 -1.32
C 3.34 -2.85 -0.82
C 2.31 -2.87 0.14
H 0.30 -4.89 2.04
H -1.28 -3.45 3.45
H -2.06 -1.17 4.08
H -0.98 0.81 3.03
H 3.54 0.49 -1.26
H 4.59 -1.62 -2.05
H 3.79 -3.78 -1.16
N 0.11 3.32 1.77
N 1.19 4.22 1.75
C 2.43 3.79 1.93
N 3.41 4.66 2.08
S 2.82 2.10 2.06
H -0.51 3.55 0.99
H -0.39 3.43 2.64
H 0.99 5.21 1.70
H 3.25 5.65 2.17
H 4.37 4.34 2.16
O 0.19 1.76 -0.55
S -0.39 1.13 -1.89
C -1.77 2.18 -2.20
C -2.57 2.68 -1.17
C -3.64 3.48 -1.51
C -3.91 3.77 -2.85
C -3.10 3.26 -3.85
C -2.01 2.46 -3.53
C -1.06 -0.44 -1.45
C -0.40 -1.54 -1.98
C -0.88 -2.81 -1.72
C -2.02 -2.97 -0.94
C -2.69 -1.86 -0.43
C -2.22 -0.59 -0.69
H -2.36 2.43 -0.14
H -4.28 3.88 -0.73
H -4.75 4.40 -3.10
H -3.31 3.50 -4.89
H -1.37 2.08 -4.31
H 0.46 -1.40 -2.63
H -0.40 -3.68 -2.16
H -2.42 -3.96 -0.77
H -3.61 -2.00 0.13
H -2.77 0.28 -0.34